[1]
Entry from the OMol25 dataset: a molecular structure, C3H5LiO4 at a distorted geometry (ωB97M-V/def2-TZVPD).

Structure (XYZ):
```
13
Properties=species:S:1:pos:R:3
O 0.671 -0.168 -0.325
C 1.120 -1.515 -0.379
C 0.301 0.504 -1.455
O 1.222 -1.957 0.785
O 1.050 -2.089 -1.457
C -0.981 0.636 -1.817
H 1.136 0.667 -2.138
H -0.774 1.661 2.542
H -1.744 -0.125 -1.656
H -1.250 1.444 -2.496
O -0.532 0.740 2.836
H -0.620 0.714 3.792
Li 0.402 -0.513 1.768
```

E_LUMO (hartree): -0.0264
Relative energy (zero: lowest compared OMol25 entry of this formula, charge and spin) (kcal per mole): 28.44
Electronic energy (Eh): -425.83769
HOMO-LUMO gap (eV): 8.264

---

[2]
Entry from the OMol25 dataset: 3 unconnected molecules or ions with the total composition C4H12NO at a distorted geometry (ωB97M-V/def2-TZVPD).

Structure (XYZ):
```
18
Properties=species:S:1:pos:R:3
C 2.209 -0.920 -0.787
C 1.034 -0.043 -0.341
C 0.700 0.302 1.057
C 1.573 1.299 0.280
O -2.233 0.700 1.095
N -2.287 -1.111 -1.211
H 2.784 -0.509 -1.650
H 1.882 -1.862 -1.052
H 2.838 -1.032 0.074
H 0.188 0.092 -1.036
H -1.173 0.651 1.199
H 1.104 -0.240 1.839
H 1.084 2.227 -0.022
H 2.565 1.378 0.673
H -2.648 1.158 1.875
H -2.497 -0.527 -0.388
H -2.964 -0.902 -2.019
H -2.387 -2.087 -1.025
```

Net charge: +1
E_LUMO (hartree): -0.3160
Relative energy (zero: lowest compared OMol25 entry of this formula, charge and spin) (kcal per mole): 153.59
Electronic energy (Eh): -289.13010
HOMO-LUMO gap (eV): 4.628

---

[3]
Entry from the OMol25 dataset: a molecular structure, C12H20Cl2O3V at a distorted geometry (ωB97M-V/def2-TZVPD).

Structure (XYZ):
```
38
Properties=species:S:1:pos:R:3
C -0.705 0.734 -2.190
C -1.537 -0.382 -1.942
C -0.717 -1.516 -1.742
C -3.018 -0.376 -1.942
C 0.654 -1.110 -1.887
C 0.663 0.292 -2.166
C 1.854 1.114 -2.497
C -1.190 2.086 -2.552
C -1.213 -2.900 -1.562
C 1.832 -2.013 -1.887
V 0.000 0.000 0.000
Cl -2.091 0.216 1.090
Cl 0.162 2.368 0.281
O 1.791 0.112 0.698
H -3.414 0.585 -1.630
H -3.421 -1.132 -1.277
H -3.385 -0.582 -2.950
H -2.022 -2.945 -0.840
H -0.432 -3.568 -1.222
H -1.591 -3.272 -2.517
H 1.722 -2.811 -1.158
H 2.744 -1.473 -1.654
H 1.955 -2.467 -2.872
H 2.742 0.743 -1.997
H 1.718 2.146 -2.190
H 2.035 1.095 -3.573
H -2.006 2.404 -1.910
H -1.555 2.072 -3.581
H -0.406 2.830 -2.479
H 2.067 -0.735 1.080
O 2.900 4.251 -0.005
H 3.865 4.235 0.104
C -0.153 -1.426 2.963
C -0.114 -1.690 1.482
O -0.020 -2.842 1.096
H -1.069 -0.882 3.262
H 0.731 -0.819 3.248
H -0.124 -2.380 3.531
```

Net charge: -2
E_LUMO (spin up / spin down) (hartree): 0.1851 / 0.1855
Multiplicity: 2
Electronic energy (Eh): -2559.38128
<S²>: 0.799
HOMO-LUMO gap (spin up / spin down) (eV): 4.407 / 4.414

---

[4]
Entry from the OMol25 dataset: a single C4H4N4 molecule at a distorted geometry (ωB97M-V/def2-TZVPD).

Structure (XYZ):
```
12
Properties=species:S:1:pos:R:3
H -1.884 -1.471 1.116
N -1.880 -0.549 0.814
C -1.011 -0.446 -0.187
C -0.816 0.879 -0.631
C 0.455 1.330 -0.376
N 1.229 0.668 0.544
C 1.598 -0.564 0.403
N 1.083 -1.420 -0.547
N -0.118 -1.384 -0.883
H -1.660 1.522 -1.025
H 0.646 2.426 -0.430
H 2.359 -0.990 1.202
```

E_LUMO (hartree): -0.0271
Relative energy (zero: lowest compared OMol25 entry of this formula, charge and spin) (kcal per mole): 89.04
Electronic energy (Eh): -373.70301
HOMO-LUMO gap (eV): 8.728

---

- Which value of electronic energy does entry 1 give?
  -425.83769 Eh

---

- The highest electronic energy belongs to which entry?
  C4H12NO